[1]
Entry from OMol25: one molecule with the formula C2H3BrClNO2 at a distorted geometry (the ωB97M-V functional and the def2-TZVPD basis).

Computed properties:
- E_LUMO (spin up / spin down) (eV) = -2.3 / -3.1
- energy above the lowest of the compared OMol25 structures with the same formula, charge and spin (kcal per mole) = 70.3

ORCA input file:
```
! wB97M-V def2-TZVPD RIJCOSX def2/J DEFGRID3
* xyz 0 1
C -0.03 -0.02 0.10
C 0.26 0.34 1.51
N -0.10 -0.63 2.48
O 0.20 -0.33 3.63
O -0.96 -1.43 2.13
Cl 0.98 1.71 1.94
Br 3.72 1.92 1.85
H -0.43 0.88 -0.35
H -0.85 -0.70 0.39
H 0.69 -0.62 -0.48
*
```

---

[2]
Entry from OMol25: C36H90N6O16SSn2 as an isolated structure at a distorted geometry (the ωB97M-V functional and the def2-TZVPD basis).

Computed properties:
- E_LUMO (spin up / spin down) (eV) = -9.3 / -10.9
- ⟨S²⟩ = 0.76

ORCA input file:
```
! wB97M-V def2-TZVPD RIJCOSX def2/J DEFGRID3
* xyz 3 2
Sn -0.13 1.24 -3.71
Sn 0.49 -3.74 -0.93
S 0.16 -0.30 -0.48
O 1.36 -0.30 0.39
O -0.85 -1.17 0.13
O -0.38 0.97 -0.85
O 0.58 -0.87 -1.73
C -0.58 -3.71 2.73
O 0.79 -3.81 2.32
C 1.48 -2.60 2.68
C 2.94 -2.67 2.06
N 2.96 -2.38 0.63
C 4.26 -1.84 0.13
C 5.50 -2.66 0.52
O 5.60 -3.89 -0.27
C 6.83 -4.48 -0.06
H -1.09 -3.03 2.04
H -0.82 -3.47 3.77
H -1.00 -4.70 2.55
H 1.45 -2.43 3.76
H 0.95 -1.73 2.30
H 3.36 -3.66 2.23
H 3.54 -1.95 2.61
H 2.40 -1.54 0.66
H 4.43 -0.83 0.52
H 4.31 -1.82 -0.96
H 5.60 -2.84 1.59
H 6.41 -2.16 0.16
H 7.67 -3.87 -0.38
H 6.70 -5.38 -0.68
H 6.87 -4.81 0.97
C -1.41 -10.18 0.29
O -1.87 -9.14 -0.63
C -0.84 -8.59 -1.46
C -1.21 -7.55 -2.52
N -1.43 -6.22 -1.99
C -2.69 -6.18 -1.27
C -2.54 -5.65 0.22
O -2.21 -4.27 0.21
C -3.32 -3.39 -0.18
H -0.67 -9.71 0.94
H -1.07 -11.04 -0.30
H -2.29 -10.46 0.88
H -0.51 -9.44 -2.06
H 0.03 -8.31 -0.87
H -2.04 -7.91 -3.13
H -0.34 -7.39 -3.16
H -1.35 -5.51 -2.70
H -3.19 -7.16 -1.30
H -3.38 -5.59 -1.87
H -1.78 -6.22 0.75
H -3.53 -5.78 0.66
H -3.96 -3.33 0.71
H -3.95 -3.72 -1.01
H -3.11 -2.33 -0.31
C -5.13 3.80 2.30
O -4.25 3.05 1.47
C -4.08 1.79 1.97
C -2.95 0.93 1.37
N -2.87 -0.45 1.94
C -2.55 -0.44 3.38
C -1.15 0.11 3.75
O -0.60 -0.60 4.87
C -1.17 -0.10 6.09
H -6.04 3.23 2.49
H -5.31 4.74 1.79
H -4.68 3.99 3.27
H -5.00 1.20 1.99
H -3.76 1.89 3.00
H -2.00 1.44 1.51
H -3.08 0.80 0.29
H -2.09 -0.83 1.42
H -2.58 -1.48 3.72
H -3.34 0.06 3.94
H -1.16 1.18 3.95
H -0.48 -0.03 2.90
H -0.52 0.75 6.31
H -1.13 -1.03 6.66
H -2.21 0.21 6.03
C 4.30 -0.35 4.87
O 3.67 0.82 4.54
C 3.00 0.80 3.29
C 2.33 2.09 2.96
N 2.02 2.20 1.51
C 0.81 2.97 1.18
C 0.82 4.44 1.62
O 0.56 4.51 3.05
C 0.58 5.78 3.76
H 5.23 -0.59 4.34
H 3.63 -1.19 4.66
H 4.49 -0.37 5.94
H 2.31 -0.03 3.13
H 3.70 0.56 2.49
H 3.02 2.90 3.17
H 1.45 2.25 3.58
H 1.87 1.28 1.13
H -0.09 2.38 1.31
H 0.89 2.91 0.09
H 0.08 5.04 1.10
H 1.82 4.86 1.48
H 0.15 5.61 4.75
H -0.17 6.38 3.24
H 1.56 6.24 3.83
C -2.13 6.99 -0.16
O -1.96 5.86 -0.93
C -2.57 4.72 -0.44
C -2.18 3.49 -1.32
N -2.43 3.68 -2.79
C -3.87 3.58 -3.01
C -4.22 4.20 -4.35
O -3.79 3.56 -5.55
C -4.04 4.26 -6.73
H -1.61 6.98 0.80
H -3.17 7.33 -0.09
H -1.55 7.78 -0.63
H -3.63 4.88 -0.29
H -2.19 4.54 0.57
H -2.67 2.60 -0.95
H -1.13 3.27 -1.13
H -2.20 4.67 -2.86
H -4.43 4.18 -2.29
H -4.29 2.58 -2.84
H -3.82 5.22 -4.35
H -5.30 4.37 -4.35
H -5.08 4.23 -7.07
H -3.38 3.86 -7.50
H -3.70 5.29 -6.65
C 2.19 -0.79 -6.58
O 2.19 -0.31 -5.26
C 3.50 -0.13 -4.79
C 3.63 0.37 -3.30
N 3.10 1.76 -3.26
C 3.10 2.25 -1.91
C 2.49 3.67 -1.96
O 1.22 3.77 -2.54
C 0.79 5.16 -2.67
H 2.48 0.03 -7.23
H 1.19 -1.17 -6.84
H 2.83 -1.65 -6.79
H 3.99 0.60 -5.43
H 4.18 -0.95 -5.01
H 4.64 0.28 -2.92
H 3.01 -0.27 -2.66
H 3.59 2.45 -3.81
H 4.10 2.23 -1.48
H 2.44 1.61 -1.32
H 3.26 4.34 -2.34
H 2.42 3.89 -0.89
H -0.30 5.19 -2.65
H 1.13 5.55 -3.63
H 1.15 5.79 -1.86
*
```

---

[3]
Entry from OMol25: C23H14AsN4PdSSe as an isolated structure (the ωB97M-V functional and the def2-TZVPD basis).

Computed properties:
- E_LUMO (spin up / spin down) (eV) = 2.3 / 0.1
- energy above the lowest of the compared OMol25 structures with the same formula, charge and spin (kcal per mole) = 0.0
- ⟨S²⟩ = 2.01

ORCA input file:
```
! wB97M-V def2-TZVPD RIJCOSX def2/J DEFGRID3
* xyz -1 3
Pd -0.14 -0.12 0.97
S 1.19 -1.52 -0.29
C 0.47 -3.13 -0.25
C 1.34 -4.22 -0.31
C 0.86 -5.52 -0.36
C -0.51 -5.75 -0.33
C -1.39 -4.68 -0.25
C -0.91 -3.37 -0.21
As -2.11 -1.84 -0.12
C -3.82 -2.77 -0.10
C -4.39 -3.28 1.06
C -5.61 -3.96 1.00
C -6.25 -4.13 -0.22
C -5.68 -3.62 -1.38
C -4.47 -2.94 -1.32
C -2.00 -1.47 1.80
C -1.19 -2.19 2.69
C -1.16 -1.84 4.04
C -1.94 -0.80 4.51
C -2.76 -0.10 3.64
C -2.79 -0.42 2.29
H 2.41 -4.04 -0.32
H 1.55 -6.35 -0.41
H -0.90 -6.77 -0.36
H -2.45 -4.87 -0.21
H -3.90 -3.15 2.01
H -6.05 -4.35 1.91
H -7.20 -4.65 -0.26
H -6.18 -3.75 -2.33
H -4.04 -2.54 -2.23
H -0.58 -3.00 2.32
H -0.49 -2.37 4.71
H -1.88 -0.51 5.55
H -3.36 0.73 4.00
H -3.40 0.16 1.61
Se 1.75 0.47 5.30
C 1.05 0.74 3.67
N 0.60 0.94 2.61
N -0.79 1.58 -0.28
C -0.63 2.73 -0.21
C -0.50 4.11 -0.18
C 0.53 4.74 -0.94
N 1.36 5.25 -1.56
C -1.44 4.89 0.56
N -2.20 5.53 1.15
*
```

---

[4]
Entry from OMol25: a 9-piece molecular cluster, C48H76F9N5O2P overall at a distorted geometry (the ωB97M-V functional and the def2-TZVPD basis).

Computed properties:
- E_LUMO (eV) = -1.8

ORCA input file:
```
! wB97M-V def2-TZVPD RIJCOSX def2/J DEFGRID3
* xyz 1 1
C 6.20 -1.57 -26.70
C 5.82 -2.64 -25.70
C 4.70 -3.58 -26.18
N 3.85 -4.31 -25.06
C 4.88 -5.03 -24.16
C 4.21 -6.19 -23.28
C 3.29 -7.07 -24.11
C 2.22 -6.29 -24.80
C 2.83 -5.24 -25.81
C 3.07 -3.23 -24.27
H 5.31 -0.99 -26.94
H 6.57 -2.03 -27.62
H 6.95 -0.84 -26.37
H 5.54 -2.16 -24.76
H 6.67 -3.25 -25.41
H 4.98 -4.31 -26.95
H 3.84 -3.06 -26.62
H 5.59 -5.55 -24.79
H 5.48 -4.41 -23.49
H 5.00 -6.86 -22.95
H 3.61 -5.77 -22.46
H 3.96 -7.43 -24.90
H 3.00 -7.93 -23.51
H 1.55 -6.98 -25.31
H 1.61 -5.81 -24.03
H 3.35 -5.83 -26.56
H 2.12 -4.56 -26.28
H 2.48 -2.76 -25.06
H 3.86 -2.66 -23.79
H 2.46 -3.84 -23.59
C 9.13 -11.76 -23.66
C 9.73 -12.14 -25.03
C 9.76 -10.88 -25.94
C 10.73 -11.08 -27.16
N 10.47 -10.16 -28.37
C 11.48 -10.57 -29.45
C 12.69 -9.77 -29.08
C 12.23 -8.45 -28.42
C 10.80 -8.63 -27.97
C 9.02 -10.19 -28.82
C 8.53 -11.56 -29.30
C 7.27 -11.47 -30.15
H 9.66 -11.03 -23.05
H 8.96 -12.61 -23.00
H 8.15 -11.32 -23.80
H 9.15 -12.93 -25.51
H 10.72 -12.54 -24.81
H 10.03 -9.95 -25.42
H 8.74 -10.71 -26.28
H 10.64 -12.11 -27.51
H 11.78 -10.94 -26.92
H 11.10 -10.20 -30.40
H 11.62 -11.65 -29.51
H 13.19 -9.52 -30.01
H 13.34 -10.42 -28.49
H 12.39 -7.66 -29.15
H 12.92 -8.16 -27.62
H 10.13 -8.01 -28.57
H 10.68 -8.44 -26.91
H 8.88 -9.46 -29.61
H 8.40 -9.76 -28.03
H 8.38 -12.15 -28.40
H 9.27 -12.12 -29.88
H 7.41 -10.76 -30.97
H 6.36 -11.34 -29.56
H 7.16 -12.49 -30.52
P 8.76 -6.74 -23.82
F 8.71 -6.31 -22.29
F 8.14 -5.26 -24.25
F 10.21 -6.04 -23.96
F 8.83 -7.17 -25.37
F 9.37 -8.11 -23.36
F 7.26 -7.38 -23.70
N 6.53 -8.04 -26.50
C 6.23 -7.29 -27.69
C 5.49 -8.13 -28.53
C 5.43 -9.37 -27.88
C 6.10 -9.32 -26.69
H 7.03 -7.72 -25.69
H 6.54 -6.27 -27.90
H 5.06 -7.83 -29.48
H 4.85 -10.22 -28.21
H 6.35 -10.03 -25.92
N 11.92 -7.33 -21.96
C 11.82 -6.59 -20.81
C 12.80 -7.07 -19.88
C 13.22 -8.23 -20.36
C 12.73 -8.39 -21.63
H 11.36 -7.21 -22.79
H 11.21 -5.70 -20.81
H 13.05 -6.74 -18.88
H 13.80 -9.01 -19.90
H 12.88 -9.15 -22.38
N 9.09 -9.11 -20.74
C 9.89 -9.99 -20.11
C 9.22 -10.47 -18.98
C 7.89 -9.91 -19.01
C 7.90 -9.11 -20.14
H 9.35 -8.71 -21.63
H 10.91 -10.18 -20.42
H 9.65 -11.13 -18.24
H 7.21 -10.11 -18.20
H 7.13 -8.46 -20.53
C 3.40 -11.59 -23.09
C 4.53 -10.88 -23.56
C 5.17 -9.96 -22.79
C 4.75 -9.77 -21.46
C 3.66 -10.46 -20.90
C 2.96 -11.37 -21.74
H 2.99 -12.37 -23.73
H 4.77 -10.96 -24.61
H 5.91 -9.33 -23.25
H 5.13 -8.94 -20.88
H 3.29 -10.33 -19.89
H 2.05 -11.85 -21.42
C 14.45 -6.37 -25.53
C 15.40 -5.81 -26.36
C 14.93 -4.90 -27.31
C 13.60 -4.71 -27.55
C 12.63 -5.38 -26.82
C 13.06 -6.18 -25.76
H 14.76 -6.99 -24.70
H 16.45 -6.00 -26.23
H 15.59 -4.50 -28.07
H 13.38 -3.99 -28.32
H 11.58 -5.38 -27.08
H 12.39 -6.77 -25.16
C 7.77 -3.04 -21.53
C 7.32 -1.55 -21.54
O 6.49 -1.22 -20.39
C 5.18 -1.61 -20.36
O 4.66 -2.28 -21.27
C 4.40 -1.09 -19.13
F 3.48 -0.23 -19.57
F 3.84 -2.13 -18.54
F 5.20 -0.52 -18.25
H 8.74 -3.26 -21.98
H 7.21 -3.77 -22.11
H 7.99 -3.40 -20.52
H 6.86 -1.23 -22.47
H 8.17 -0.86 -21.48
*
```

---

[5]
Entry from OMol25: an isolated ion of composition C10H22N4O and charge +2 at a distorted geometry (the ωB97M-V functional and the def2-TZVPD basis).

Computed properties:
- E_LUMO (eV) = -6.8
- energy above the lowest of the compared OMol25 structures with the same formula, charge and spin (kcal per mole) = 3.5
- SMILES = C#[N+]CCN(CC)N[C@H](O)[C@H]([NH3+])CC=C

ORCA input file:
```
! wB97M-V def2-TZVPD RIJCOSX def2/J DEFGRID3
* xyz 2 1
C -0.77 -2.46 1.91
N -0.40 -3.48 1.44
C -0.02 -3.85 0.17
C 0.17 -2.53 -0.68
N -0.56 -1.42 -0.12
C -1.92 -1.22 -0.61
C -2.76 -0.36 0.32
N 0.24 -0.30 0.16
C 0.45 0.66 -0.94
O 0.97 -0.02 -2.06
C 1.50 1.74 -0.48
N 2.81 1.39 -1.11
C 1.70 1.86 1.03
C 0.49 2.30 1.82
C -0.64 2.80 1.35
H -1.09 -1.91 2.76
H -0.79 -4.51 -0.24
H 0.91 -4.42 0.22
H 1.23 -2.28 -0.68
H -0.15 -2.77 -1.70
H -1.91 -0.78 -1.61
H -2.38 -2.21 -0.69
H -2.35 0.64 0.46
H -3.76 -0.24 -0.11
H -2.88 -0.83 1.29
H -0.16 0.21 0.94
H -0.48 1.18 -1.20
H 0.35 -0.04 -2.79
H 1.18 2.71 -0.88
H 3.30 2.20 -1.51
H 2.57 0.71 -1.88
H 3.43 0.93 -0.44
H 2.04 0.90 1.43
H 2.49 2.59 1.22
H 0.64 2.23 2.88
H -1.41 3.12 2.02
H -0.84 2.94 0.30
*
```

---

Number 1: molecular weight 188.41 g/mol. Number 2: molecular weight 1132.63 g/mol. Number 3: molecular weight 638.76 g/mol. Number 4: molecular weight 957.13 g/mol. Number 5: molecular weight 214.31 g/mol.